DFT (the ωB97M-V functional and the def2-TZVPD basis) results for 2 unconnected molecules or ions with the total composition C4H12Si2.

Each line ends with the natural charge from an NBO analysis.
Geometry (Å):
C (0.95417, 0.53435, 0.22877)  -0.627
C (0.14937, -0.45455, -0.18923)  -0.403
C (-2.03503, 1.31053, 0.40045)  -0.651
C (-1.91847, -0.16317, 0.62594)  -0.330
Si (2.87737, 0.71504, 0.25877)  0.855
Si (-0.05945, -2.01003, -1.09029)  0.902
H (0.50093, 1.35049, 0.70013)  0.197
H (-2.01032, 1.56114, -0.68145)  0.217
H (-2.97890, 1.80036, 0.93165)  0.210
H (-1.23347, 1.87595, 0.69882)  0.200
H (-2.39682, -0.81751, -0.07006)  0.202
H (-1.60249, -0.51785, 1.60959)  0.209
H (3.22072, 1.66211, -0.84009)  -0.149
H (3.47210, -0.62191, 0.01402)  -0.162
H (3.23013, 1.07196, 1.57439)  -0.165
H (-1.41164, -2.16299, -1.62329)  -0.166
H (0.36388, -3.18848, -0.38224)  -0.159
H (0.87792, -1.94544, -2.16589)  -0.179

Values from the calculation:
Net charge: 0
Gap between HOMO and LUMO: 0.3245 Ha
E_LUMO: 0.728 eV


DFT (the ωB97M-V functional and the def2-TZVPD basis) results for a molecular structure, C4H13F2InNO7S2.

Each line ends with the natural charge from an NBO analysis.
Geometry (Å):
In (22.96257, 20.87141, 4.76291)  1.724
O (21.10490, 21.49193, 6.64760)  -0.703
H (20.19444, 21.41505, 6.30122)  0.469
N (22.42915, 20.32775, 2.17948)  -1.253
S (21.82847, 18.87823, 1.58007)  2.463
O (22.73540, 18.18861, 0.74921)  -0.837
O (20.46060, 18.97385, 1.23666)  -0.841
F (21.73553, 18.06628, 2.94252)  -0.496
S (22.43808, 21.21613, 0.87870)  2.464
O (21.19416, 21.76273, 0.48065)  -0.847
O (23.29365, 20.75050, -0.15605)  -0.843
F (23.27273, 22.44214, 1.49159)  -0.509
C (26.24744, 17.40424, 3.83800)  -0.636
C (24.78948, 17.53612, 3.42920)  -0.076
O (24.12852, 18.24767, 4.50381)  -0.768
H (26.22024, 16.84896, 4.78204)  0.198
H (26.68776, 18.35407, 4.15838)  0.204
H (26.96084, 17.03601, 3.10564)  0.255
H (24.31072, 16.58156, 3.21601)  0.207
H (24.71214, 18.14536, 2.52894)  0.206
H (24.26230, 17.70290, 5.28886)  0.494
C (26.93225, 20.77028, 8.19811)  -0.660
C (26.12508, 20.35246, 6.99327)  -0.061
O (25.02106, 21.28177, 6.74145)  -0.744
H (27.69491, 20.02451, 8.43417)  0.255
H (26.37364, 20.84618, 9.13077)  0.229
H (27.48176, 21.67577, 7.94325)  0.236
H (25.62193, 19.39601, 7.16196)  0.166
H (26.67151, 20.25797, 6.05886)  0.200
H (24.62480, 21.49500, 7.59705)  0.504

Values from the calculation:
Net charge: +1
Gap between HOMO and LUMO: 0.1444 Ha
E_LUMO: -9.887 eV


DFT (the ωB97M-V functional and the def2-TZVPD basis) results for 2 unconnected molecules or ions with the total composition C4H13N.

Each line ends with the natural charge from an NBO analysis.
Geometry (Å):
C (0.03005, 0.22576, 3.45062)  -0.408
N (-0.49137, 0.83327, 2.23816)  -0.836
H (-0.44261, 0.70748, 4.29681)  0.193
H (1.10008, 0.39946, 3.52762)  0.188
H (-0.10240, -0.85599, 3.54094)  0.163
H (-0.24144, 0.34345, 1.38841)  0.352
H (-1.50868, 0.84746, 2.25645)  0.350
C (0.23977, 1.07636, -1.71131)  -0.616
C (-0.42234, -0.30349, -1.73643)  -0.397
C (0.50624, -1.45599, -2.13335)  -0.605
H (-0.17391, 1.73971, -0.95835)  0.214
H (0.09182, 1.57042, -2.66705)  0.207
H (1.30662, 0.98262, -1.50956)  0.203
H (-1.26801, -0.33482, -2.43381)  0.197
H (-0.84456, -0.54095, -0.76284)  0.186
H (-0.09698, -2.23755, -2.58765)  0.207
H (1.22071, -1.13553, -2.89194)  0.201
H (1.09701, -1.86167, -1.30674)  0.202

Values from the calculation:
Net charge: 0
Gap between HOMO and LUMO: 0.3770 Ha
E_LUMO: 1.014 eV


DFT (the ωB97M-V functional and the def2-TZVPD basis) results for 2 unconnected molecules or ions with the total composition C4H13N2.

Each line ends with the natural charge from an NBO analysis.
Geometry (Å):
C (1.17927, -0.61044, 1.90524)  -0.634
C (0.51736, 0.72725, 1.54368)  -0.221
N (-0.33456, 0.51045, 0.33081)  -0.503
C (-0.61905, 1.74765, -0.44696)  -0.418
H (1.93946, -0.86347, 1.16731)  0.221
H (1.63708, -0.56734, 2.89202)  0.257
H (0.43087, -1.40587, 1.94805)  0.223
H (-0.12919, 1.05616, 2.35438)  0.229
H (1.28244, 1.46149, 1.30020)  0.225
H (-1.17249, -0.03550, 0.53828)  0.450
H (0.13045, -0.18256, -0.25683)  0.447
H (-1.18183, 2.43194, 0.17751)  0.239
H (-1.01352, 1.49780, -1.42757)  0.246
H (0.35738, 2.19796, -0.64499)  0.224
C (-0.22830, -1.58092, -2.39655)  -0.009
N (-1.12891, -1.46813, -1.50974)  -0.682
H (0.77694, -1.21632, -2.18481)  0.153
H (-0.42522, -1.88477, -3.42442)  0.186
H (-2.01819, -1.81539, -1.86562)  0.367

Values from the calculation:
Net charge: +1
Gap between HOMO and LUMO: 0.4370 Ha
E_LUMO: -2.850 eV


DFT (the ωB97M-V functional and the def2-TZVPD basis) results for a gas-phase ion, C4H13N2 (charge +1).

Each line ends with the natural charge from an NBO analysis.
Geometry (Å):
C (-0.11028, -0.77140, -0.92796)  -0.234
N (-1.20837, 0.08774, -0.31929)  -0.537
C (-2.46375, -0.64249, -0.03476)  -0.418
C (1.06095, -0.78377, 0.05389)  -0.253
N (0.99254, 0.42593, 0.90215)  -0.646
C (1.82835, 1.57223, 0.47487)  -0.434
H (0.16870, -0.34270, -1.88479)  0.230
H (-0.51924, -1.76042, -0.98995)  0.233
H (-1.37686, 0.85985, -0.96104)  0.426
H (-2.91922, -1.00846, -0.94927)  0.236
H (-3.14097, 0.03399, 0.48282)  0.239
H (-2.22746, -1.46594, 0.63583)  0.228
H (2.02306, -0.90135, -0.44023)  0.224
H (0.93470, -1.56513, 0.79960)  0.218
H (-0.66095, 0.51068, 0.49669)  0.468
H (1.47466, 0.16379, 1.75616)  0.393
H (2.89550, 1.37898, 0.58647)  0.210
H (1.50961, 2.50409, 0.92683)  0.226
H (1.73905, 1.70437, -0.60803)  0.191

Values from the calculation:
Net charge: +1
Gap between HOMO and LUMO: 0.4183 Ha
E_LUMO: -2.982 eV


DFT (the ωB97M-V functional and the def2-TZVPD basis) results for a gas-phase ion, C4H13N2 (charge +1).

Each line ends with the natural charge from an NBO analysis.
Geometry (Å):
C (2.12159, -0.34588, 0.75641)  -0.632
C (0.62920, -0.39718, 0.54148)  -0.058
C (0.04529, 0.96835, 0.25021)  -0.444
C (-1.46702, 1.01937, 0.15686)  -0.222
N (-1.89986, 0.00527, -0.88617)  -0.731
N (0.22725, -1.26108, -0.61963)  -0.836
H (2.58410, 0.41263, 0.13941)  0.220
H (2.58186, -1.27185, 0.40218)  0.223
H (2.44222, -0.20266, 1.77335)  0.246
H (0.14953, -0.80063, 1.43873)  0.208
H (0.37594, 1.72465, 0.97268)  0.259
H (0.45147, 1.39035, -0.67069)  0.217
H (-1.72248, 1.99212, -0.26464)  0.224
H (-2.05801, 0.92967, 1.06953)  0.234
H (-1.75232, 0.42755, -1.80946)  0.422
H (-2.82914, -0.37380, -0.75911)  0.434
H (0.21462, -2.22522, -0.30605)  0.398
H (1.00450, -1.26914, -1.29376)  0.396
H (-1.09874, -0.72252, -0.89135)  0.441

Values from the calculation:
Net charge: +1
Gap between HOMO and LUMO: 0.4319 Ha
E_LUMO: -2.997 eV


DFT (the ωB97M-V functional and the def2-TZVPD basis) results for a gas-phase ion, C4H13N2 (charge +1).

Each line ends with the natural charge from an NBO analysis.
Geometry (Å):
C (-0.81556, 0.42313, -1.58905)  -0.216
C (0.10971, 1.23952, -0.61516)  -0.421
C (1.29391, 0.47056, -0.01714)  -0.432
C (1.12018, -0.09275, 1.40103)  -0.217
N (-0.02016, -1.07508, 1.51292)  -0.744
N (-1.47846, -0.64396, -0.81601)  -0.876
H (-1.56958, 1.15101, -1.90109)  0.219
H (-0.26122, -0.10227, -2.36747)  0.207
H (-0.57816, 1.61831, 0.15110)  0.204
H (0.50970, 2.07004, -1.20429)  0.241
H (1.53327, -0.37808, -0.72119)  0.206
H (2.15945, 1.13172, -0.00902)  0.257
H (0.86282, 0.80379, 1.97662)  0.226
H (1.97223, -0.60836, 1.80131)  0.230
H (-0.51754, -1.18169, 2.40751)  0.441
H (-0.77231, -0.72132, 0.76294)  0.464
H (-1.28171, -1.62642, -1.06879)  0.388
H (-2.47674, -0.48147, -0.84684)  0.402
H (0.21020, -1.99668, 1.14262)  0.422

Values from the calculation:
Net charge: +1
Gap between HOMO and LUMO: 0.4013 Ha
E_LUMO: -3.184 eV


DFT (the ωB97M-V functional and the def2-TZVPD basis) results for 2 unconnected molecules or ions with the total composition C4H13N2.

Each line ends with the natural charge from an NBO analysis.
Geometry (Å):
C (2.25160, -0.02130, -0.41330)  -0.623
C (0.81198, -0.51544, -0.34884)  -0.137
C (-0.15794, 0.60986, -0.53426)  -0.291
C (-1.61998, 0.30081, -0.64278)  -0.256
N (-2.18411, -0.24835, 0.57403)  -0.835
N (0.64775, -1.21382, 0.90191)  -0.511
H (2.47141, 0.43316, -1.37764)  0.241
H (2.44510, 0.77893, 0.31136)  0.218
H (2.93684, -0.82703, -0.16309)  0.252
H (0.66775, -1.21978, -1.18136)  0.297
H (0.13244, 1.15553, -1.43373)  0.268
H (-0.04282, 1.30698, 0.39692)  0.181
H (-2.12898, 1.22008, -0.96681)  0.217
H (-1.79449, -0.43470, -1.43533)  0.248
H (-1.85789, 0.22675, 1.41019)  0.354
H (-3.19402, -0.28234, 0.55366)  0.403
H (-0.31874, -1.54503, 1.02789)  0.415
H (0.23787, 0.70667, 1.66086)  0.306
H (0.69622, -0.43096, 1.66032)  0.253

Values from the calculation:
Net charge: +1
Gap between HOMO and LUMO: 0.2203 Ha
E_LUMO: -8.056 eV


DFT (the ωB97M-V functional and the def2-TZVPD basis) results for 2 unconnected molecules or ions with the total composition C4H13N2O.

Each line ends with the natural charge from an NBO analysis.
Geometry (Å):
C (2.29481, -0.21614, 0.24074)  -0.310
C (1.47259, -1.09272, -0.71682)  -0.639
N (2.67433, 1.05516, -0.45416)  -1.099
H (1.64572, 0.08143, 1.06714)  0.205
H (3.09526, -0.79429, 0.68265)  0.222
H (2.07269, -1.41319, -1.56685)  0.212
H (0.58329, -0.58439, -1.08227)  0.240
H (1.87915, 1.77063, -0.39374)  0.308
H (3.57345, 1.47903, -0.13389)  0.294
H (2.80190, 0.88210, -1.46790)  0.362
H (1.23631, -2.00265, -0.15778)  0.212
C (-2.37749, 0.74021, 1.35503)  -0.714
C (-2.27272, 0.18264, -0.07121)  0.677
O (-1.63235, 0.76751, -0.91987)  -0.621
N (-3.03840, -0.91400, -0.36515)  -0.831
H (-1.48459, 0.65938, 1.95694)  0.236
H (-3.25852, 0.28402, 1.80892)  0.207
H (-3.25581, -1.17563, -1.30831)  0.404
H (-3.40774, -1.50126, 0.33626)  0.387
H (-2.60189, 1.79214, 1.19026)  0.248

Values from the calculation:
Net charge: 0
2S+1: 2
Gap between HOMO and LUMO (spin up / spin down): 0.1505 / 0.3902 Ha
E_LUMO (spin up / spin down): 0.696 / 0.589 eV


DFT (the ωB97M-V functional and the def2-TZVPD basis) results for 2 unconnected molecules or ions with the total composition C4H13N2O.

Each line ends with the natural charge from an NBO analysis.
Geometry (Å):
C (2.01953, 1.49915, 0.83572)  -0.613
C (1.04221, 1.81510, -0.36508)  -0.419
C (0.03719, 0.73923, -0.71917)  -0.204
N (-1.30334, -1.76696, -0.70913)  -0.875
C (-0.00785, -1.57639, -1.19574)  0.021
N (0.64488, -0.49855, -1.15514)  -0.621
H (1.45520, 1.22754, 1.77535)  0.205
H (2.81938, 0.78289, 0.65351)  0.205
H (2.62367, 2.38393, 1.03455)  0.207
H (1.67339, 2.05346, -1.22290)  0.199
H (0.44699, 2.62979, 0.03649)  0.214
H (-0.61228, 0.98588, -1.60737)  0.185
H (-0.77615, 0.67062, 0.18830)  0.157
H (-1.81625, -2.56604, -1.12786)  0.393
H (-1.60552, -1.28540, 0.09554)  0.395
H (0.52122, -2.47415, -1.71042)  0.150
H (1.57365, -0.34582, -1.45092)  0.395
H (-2.79614, -0.68646, 2.19873)  0.463
H (-3.14878, -2.04371, 2.57783)  0.472
O (-2.79101, -1.54409, 1.86771)  -0.930

Values from the calculation:
Net charge: 0
2S+1: 2
Gap between HOMO and LUMO (spin up / spin down): 0.1570 / 0.3339 Ha
E_LUMO (spin up / spin down): 0.695 / 0.671 eV


DFT (the ωB97M-V functional and the def2-TZVPD basis) results for 2 unconnected molecules or ions with the total composition C4H13N2O.

Each line ends with the natural charge from an NBO analysis.
Geometry (Å):
C (-0.26646, 2.28519, -0.29131)  -0.036
O (0.19924, 2.80225, -1.52609)  -0.727
C (-1.58283, 1.58500, -0.18836)  -0.525
C (-1.58607, 0.72426, 1.02118)  -0.089
C (-0.60143, -0.40117, 1.27359)  -0.316
N (-0.67232, -1.71558, 0.59334)  -0.800
N (3.57332, -4.40618, -0.56939)  -1.133
H (0.50538, 1.49782, -0.17236)  0.173
H (-0.20265, 3.08816, 0.51598)  0.152
H (-0.11482, 3.67266, -1.73997)  0.467
H (-1.53184, 1.10884, -1.10484)  0.216
H (-2.30702, 1.07162, 1.78693)  0.181
H (-2.35183, 2.33028, -0.31853)  0.209
H (0.36536, 0.08096, 1.03377)  0.192
H (-0.39845, -0.52015, 2.36863)  0.206
H (4.41906, -4.71141, -1.02570)  0.365
H (-1.49012, -2.12798, 1.02385)  0.348
H (-0.95078, -1.50275, -0.40822)  0.350
H (2.72931, -4.54960, -1.16341)  0.390
H (3.64826, -4.16384, 0.35429)  0.378

Values from the calculation:
Net charge: 0
2S+1: 2
Gap between HOMO and LUMO (spin up / spin down): 0.3256 / 0.3409 Ha
E_LUMO (spin up / spin down): 0.908 / 0.134 eV


DFT (the ωB97M-V functional and the def2-TZVPD basis) results for 2 unconnected molecules or ions with the total composition C4H13N2O.

Each line ends with the natural charge from an NBO analysis.
Geometry (Å):
C (1.30095, 1.31803, -0.32655)  -0.429
C (1.75810, -1.25570, -0.23720)  -0.441
C (-1.98342, 1.51235, 0.26398)  -0.287
C (-1.36369, -0.65316, -0.04701)  0.593
N (-1.14716, -1.86279, 0.36919)  -0.710
N (1.07358, -0.06706, 0.34103)  -0.664
O (-2.12526, 0.11722, 0.65277)  -0.431
H (1.07467, 2.13325, 0.37705)  0.218
H (2.32436, 1.46137, -0.52856)  0.210
H (0.61315, 1.49621, -1.22369)  0.190
H (1.13142, -1.62852, -1.17762)  0.159
H (2.83322, -1.10876, -0.57597)  0.228
H (1.73762, -2.17246, 0.43551)  0.219
H (-2.09220, 2.09223, 1.19785)  0.236
H (-2.76819, 1.71496, -0.49395)  0.217
H (-1.05566, 1.84615, -0.23844)  0.214
H (-0.97091, -0.43738, -1.06544)  0.210
H (-0.43638, -2.47393, -0.21876)  0.460
H (-1.49496, -2.04959, 1.27303)  0.432
H (1.59076, 0.01756, 1.22277)  0.377

Values from the calculation:
Net charge: +1
Gap between HOMO and LUMO: 0.3798 Ha
E_LUMO: -3.374 eV


Energy above the lowest of the compared OMol25 structures with the same formula, charge and spin, record by record: 364.0, 0.0, 8.7, 143.6, 121.2, 55.3, 76.9, 591.3, 90.3, 150.8, 142.9, 334.7 kJ/mol